[1]
Molecular formula: C21H45GaN2P3SSe
Method: DFT, the ωB97M-V functional and the def2-TZVPD basis

Positions of all 74 atoms, in Å:
Ga -2.63 0.48 -0.56
P -2.19 -1.60 0.47
P 1.75 -0.19 2.04
P 2.68 -1.85 -2.80
H -3.19 2.88 -4.09
C -3.50 1.89 -4.47
C -3.75 0.85 -3.65
H -3.68 0.87 -2.55
C -3.52 -1.82 1.68
C -0.93 -2.66 1.22
C -2.70 -2.61 -0.94
C 2.89 1.13 2.51
C 0.75 -0.39 3.58
C 2.67 -1.75 1.94
C 1.71 -1.62 -4.29
C 2.41 -3.49 -2.17
C 4.41 -1.64 -3.24
H -3.75 1.86 -5.53
H -4.09 -0.06 -4.14
H -4.16 -0.93 1.74
H -3.08 -1.98 2.68
H -4.12 -2.70 1.40
H -0.60 -2.28 2.19
H -0.04 -2.76 0.59
H -1.37 -3.65 1.38
H -3.25 -2.00 -1.67
H -3.34 -3.42 -0.58
H -1.81 -3.00 -1.44
H 3.53 0.75 3.32
H 2.34 2.00 2.88
H 3.52 1.44 1.66
H 1.48 -0.63 4.37
H 0.03 -1.22 3.52
H 0.18 0.51 3.86
H 3.45 -1.71 2.72
H 3.14 -1.87 0.96
H 1.99 -2.59 2.13
H 2.40 -1.71 -5.14
H 1.28 -0.61 -4.26
H 0.91 -2.36 -4.34
H 2.95 -4.25 -2.76
H 1.34 -3.68 -2.20
H 2.77 -3.49 -1.14
H 4.57 -2.14 -4.21
H 5.09 -2.09 -2.50
H 4.65 -0.57 -3.34
C 0.84 1.12 -2.05
C -0.29 1.14 -2.86
C -0.30 1.73 -4.11
C 0.87 2.30 -4.63
C 2.02 2.35 -3.82
C 1.97 1.82 -2.51
Se 0.88 0.00 -0.21
H 2.02 -0.95 -1.82
H -1.23 0.67 -2.58
H -1.22 1.74 -4.68
H 0.88 2.62 -5.67
H 2.94 2.81 -4.20
H 2.83 1.92 -1.84
S -2.84 2.09 1.36
C -1.98 2.12 2.85
N -0.81 2.80 2.97
C -0.47 3.46 4.26
C -0.74 2.53 5.43
C -2.08 1.88 5.33
N -2.52 1.61 3.96
H -0.51 3.28 2.12
H -1.06 4.39 4.33
H 0.58 3.74 4.19
H -0.69 3.12 6.34
H 0.05 1.79 5.52
H -2.86 2.48 5.79
H -2.06 0.93 5.87
H -3.42 1.17 3.84

Calculated values
**Charge**: +3
**Energy relative to the best compared isomer or geometry (same formula, charge and spin)**: 1.450 eV
**Gap between HOMO and LUMO**: 4.35 eV
**Energy**: -6684.128306 Eh



[2]
Molecular formula: C30H45BrN2P2PtS
Method: DFT, the ωB97M-V functional and the def2-TZVPD basis

Positions of all 82 atoms, in Å:
N 4.32 2.42 4.67
C 4.81 1.26 4.21
C 4.26 0.62 3.09
C 3.21 1.25 2.40
C 2.71 2.47 2.88
C 3.30 3.01 4.05
C 2.63 0.57 1.20
Pt 0.64 0.53 1.00
P -0.63 -0.61 -2.72
C 2.17 1.40 0.07
C 2.48 0.97 -1.33
C 2.07 1.82 -2.38
C 1.86 1.26 -3.63
C 1.97 -0.12 -3.78
C 2.93 -0.75 -2.97
C 3.12 -0.23 -1.67
Br 0.87 -2.46 -3.00
H 3.14 -0.38 0.96
H 2.25 2.48 0.19
H 4.64 -0.34 2.76
H 1.86 2.98 2.42
H 5.66 0.82 4.73
H 2.93 3.95 4.47
H 1.85 2.87 -2.17
H 3.71 -0.78 -0.93
H 1.53 1.90 -4.45
H 3.50 -1.62 -3.27
P -1.44 0.83 1.95
C -0.21 -0.32 -4.51
C -0.74 0.88 -5.24
H -0.46 -1.22 -5.09
H 1.30 -0.52 -4.63
H -0.25 0.94 -6.23
H -1.82 0.79 -5.44
H -0.55 1.84 -4.75
C -1.12 0.84 -1.72
C -2.00 1.91 -2.36
H -0.19 1.26 -1.29
H -1.67 0.37 -0.89
H -2.04 2.80 -1.71
H -1.63 2.25 -3.32
H -3.03 1.54 -2.49
C -2.26 -1.47 -2.90
C -2.44 -2.58 -3.94
H -3.01 -0.68 -3.09
H -2.47 -1.87 -1.90
H -2.46 -3.57 -3.47
H -3.40 -2.46 -4.46
H -1.67 -2.61 -4.71
C -2.49 -0.63 1.71
C -3.94 -0.46 2.15
H -2.00 -1.45 2.27
H -2.42 -0.91 0.65
H -4.03 -0.14 3.19
H -4.48 0.25 1.51
H -4.44 -1.43 2.05
C -2.28 2.21 1.06
C -1.46 3.50 1.11
H -3.26 2.34 1.55
H -2.47 1.89 0.03
H -1.47 3.92 2.12
H -0.42 3.35 0.80
H -1.92 4.24 0.43
C -1.51 1.35 3.71
C -1.13 0.35 4.79
H -2.55 1.71 3.87
H -0.86 2.23 3.78
H -0.04 0.35 4.96
H -1.59 0.64 5.74
H -1.44 -0.68 4.58
S 0.76 -1.30 2.64
C 0.66 -2.75 1.72
N -0.30 -3.65 2.12
C -0.52 -4.83 1.46
C 0.30 -5.15 0.39
C 1.34 -4.29 0.02
C 1.52 -3.08 0.68
H -0.88 -3.41 2.93
H -1.33 -5.44 1.84
H 0.12 -6.07 -0.16
H 2.02 -4.56 -0.79
H 2.28 -2.36 0.42

Calculated values
**Charge**: +4
**Energy relative to the best compared isomer or geometry (same formula, charge and spin)**: 2.991 eV
**Multiplicity**: 5
**⟨S²⟩**: 6.044
**Gap between HOMO and LUMO (alpha / beta)**: 5.06 / 3.37 eV
**Energy**: -5052.090038 Eh



[3]
Molecular formula: C2H6N2O4
Method: DFT, the ωB97M-V functional and the def2-TZVPD basis

Positions of all 14 atoms, in Å:
C -1.09 1.29 0.26
C 1.44 -1.59 -0.12
N -0.36 0.08 0.17
N 0.79 0.03 0.65
O -2.43 0.94 0.41
O -0.53 2.13 1.22
O 2.04 -1.03 -1.30
O 0.40 -2.45 -0.40
H -0.78 1.73 -0.84
H 2.19 -1.81 0.61
H -2.91 1.76 0.47
H 0.27 1.64 1.44
H 1.42 -0.82 -1.99
H -0.46 -1.89 -0.58

Calculated values
**Energy relative to the best compared isomer or geometry (same formula, charge and spin)**: 4.564 eV
**Gap between HOMO and LUMO**: 9.57 eV
**Energy**: -490.171577 Eh



[4]
Molecular formula: C19H26FeNO
Method: DFT, the ωB97M-V functional and the def2-TZVPD basis

Positions of all 48 atoms, in Å:
C -0.49 2.51 1.09
C -1.39 1.33 0.94
C -2.54 1.34 0.19
N -3.67 0.60 0.40
C -4.68 0.63 -0.67
C -6.04 0.08 -0.27
O -5.95 -0.98 0.68
C -5.29 -0.60 1.89
C -3.86 -0.07 1.67
H -0.24 2.66 2.15
H 0.46 2.42 0.54
H -0.99 3.42 0.71
H -1.19 0.49 1.61
H -2.61 2.06 -0.62
H -4.80 1.67 -1.01
H -4.33 0.05 -1.54
H -6.66 0.91 0.11
H -6.52 -0.39 -1.13
H -5.87 0.17 2.44
H -5.26 -1.53 2.47
H -3.17 -0.93 1.77
H -3.63 0.62 2.50
C 1.16 1.46 -2.23
C 1.16 0.83 -0.90
C 2.36 0.56 -0.24
C 2.54 -0.02 1.11
C 3.94 -0.09 1.40
C 4.69 0.40 0.25
C 3.74 0.77 -0.76
Fe 3.49 -1.10 -0.25
C 4.64 -2.22 -1.44
C 3.30 -2.12 -1.97
C 2.37 -2.58 -0.95
C 3.15 -2.97 0.22
C 4.56 -2.75 -0.09
H 0.72 0.78 -2.98
H 0.61 2.41 -2.29
H 2.20 1.63 -2.54
H 0.23 0.47 -0.48
H 1.69 -0.22 1.76
H 4.38 -0.38 2.36
H 5.77 0.53 0.19
H 3.94 1.27 -1.71
H 5.57 -2.03 -1.99
H 3.03 -1.87 -3.00
H 1.30 -2.74 -1.08
H 2.76 -3.44 1.12
H 5.40 -3.02 0.55

Calculated values
**Charge**: -1
**Energy relative to the best compared isomer or geometry (same formula, charge and spin)**: 0.000 eV
**Multiplicity**: 5
**⟨S²⟩**: 6.106
**Gap between HOMO and LUMO (alpha / beta)**: 2.96 / 5.00 eV
**Energy**: -2133.021465 Eh



[5]
Molecular formula: C18H25N3S2
Method: DFT, the ωB97M-V functional and the def2-TZVPD basis

Positions of all 48 atoms, in Å:
C -6.14 -1.65 3.14
C -5.18 -1.40 1.99
N -4.76 -2.45 1.32
N -4.04 -2.00 0.24
C -3.82 -0.69 0.20
S -2.87 0.08 -1.13
C -1.89 -1.45 -1.84
C -0.85 -1.08 -2.82
C 0.53 -1.26 -2.33
N 0.75 -0.48 -1.12
C 1.71 -1.16 -0.16
C 1.78 -0.50 1.21
C 2.23 0.94 1.01
C 2.31 1.70 2.33
C 3.42 2.74 2.33
C 4.76 2.40 2.58
C 5.77 3.38 2.38
C 5.45 4.70 2.01
C 4.12 4.99 1.66
C 3.08 4.08 1.89
C 1.39 1.65 -0.10
C 1.37 0.87 -1.34
S -4.74 0.16 1.43
H -5.63 -2.12 3.94
H -6.86 -2.41 2.83
H -6.50 -0.73 3.45
H -1.42 -1.93 -0.94
H -2.69 -2.17 -2.10
H -0.91 -1.72 -3.72
H -1.03 -0.01 -3.20
H 1.29 -1.03 -3.18
H 0.73 -2.34 -2.29
H 1.45 -2.16 0.04
H 2.69 -1.11 -0.61
H 2.57 -0.86 1.98
H 0.69 -0.48 1.56
H 3.21 0.79 0.59
H 2.67 1.01 3.19
H 1.33 2.19 2.57
H 5.16 1.47 2.94
H 6.88 3.10 2.35
H 6.09 5.61 1.94
H 3.92 5.97 1.36
H 2.04 4.21 1.63
H 0.42 1.74 0.25
H 1.75 2.67 -0.23
H 2.43 0.74 -1.80
H 0.71 1.44 -2.04

Calculated values
**SMILES string**: Cc1nnc(SCCCN2CCC(Cc3ccccc3)CC2)s1
**Energy relative to the best compared isomer or geometry (same formula, charge and spin)**: 3.046 eV
**Gap between HOMO and LUMO**: 9.00 eV
**Energy**: -1661.429141 Eh



[6]
Molecular formula: C5H14
Method: DFT, the ωB97M-V functional and the def2-TZVPD basis

Positions of all 19 atoms, in Å:
C 1.54 -1.44 1.27
C 0.31 -1.23 0.39
C 0.61 -1.38 -1.09
H 2.21 -0.58 1.37
H 2.17 -2.23 0.85
H 1.21 -1.65 2.28
H -0.34 -2.07 0.68
H -0.11 -0.26 0.64
H 1.39 -0.67 -1.42
H 1.41 -2.14 -1.22
H -0.25 -1.52 -1.72
C -0.98 1.98 -0.98
C -1.51 1.94 0.45
H -0.74 2.99 -1.34
H -0.12 1.36 -1.23
H -1.76 1.65 -1.67
H -1.11 2.79 1.02
H -1.18 1.13 1.09
H -2.59 2.05 0.40

Calculated values
**SMILES string**: CCC.CC
**Energy relative to the best compared isomer or geometry (same formula, charge and spin)**: 0.824 eV
**Gap between HOMO and LUMO**: 12.07 eV
**Energy**: -198.858877 Eh



[7]
Molecular formula: C25H34N4O2S
Method: DFT, the ωB97M-V functional and the def2-TZVPD basis

Positions of all 66 atoms, in Å:
C -3.49 -3.35 1.91
C -3.98 -2.18 1.07
C -2.98 -1.03 1.07
C -3.58 0.21 0.35
O -4.63 0.18 -0.25
N -2.81 1.31 0.49
C -3.17 2.56 -0.14
C -2.48 2.75 -1.51
C -1.37 3.81 -1.54
N -0.08 3.48 -0.99
C 0.60 2.37 -1.60
C 2.11 2.48 -1.32
C 2.87 1.34 -1.98
C 2.33 2.50 0.19
C 1.51 3.61 0.85
C 1.66 3.58 2.36
C 0.04 3.44 0.45
N -1.73 -1.40 0.42
N -1.83 -2.20 -0.63
C -0.79 -2.63 -1.26
C -0.99 -3.51 -2.45
C 0.50 -2.30 -0.78
S 2.03 -2.84 -1.41
C 2.87 -1.97 -0.14
C 4.25 -1.92 0.04
C 4.74 -1.20 1.10
C 3.88 -0.53 1.98
C 2.52 -0.58 1.80
C 2.00 -1.29 0.72
C 0.63 -1.47 0.33
C -0.54 -0.90 0.94
O -0.56 -0.04 1.81
H -2.57 -3.77 1.49
H -4.24 -4.14 1.93
H -3.29 -3.04 2.93
H -4.92 -1.80 1.47
H -4.15 -2.49 0.05
H -2.72 -0.73 2.09
H -1.95 1.24 1.02
H -2.91 3.38 0.54
H -4.25 2.53 -0.28
H -3.24 3.06 -2.23
H -2.09 1.79 -1.85
H -1.19 4.07 -2.59
H -1.72 4.72 -1.04
H 0.43 2.39 -2.68
H 0.24 1.39 -1.21
H 2.45 3.43 -1.73
H 2.74 1.36 -3.06
H 2.51 0.38 -1.61
H 3.93 1.41 -1.75
H 3.39 2.62 0.42
H 2.01 1.54 0.61
H 1.86 4.57 0.46
H 2.71 3.67 2.64
H 1.11 4.40 2.82
H 1.27 2.65 2.76
H -0.55 4.26 0.88
H -0.32 2.49 0.88
H -0.53 -3.05 -3.33
H -2.05 -3.64 -2.63
H -0.51 -4.47 -2.29
H 4.91 -2.45 -0.64
H 5.81 -1.14 1.26
H 4.29 0.02 2.81
H 1.84 -0.08 2.47

Calculated values
**SMILES string**: CC[C@H](C(=O)NCCCN1C[C@H](C)C[C@H](C)C1)n1nc(C)c2sc3ccccc3c2c1=O
**Energy relative to the best compared isomer or geometry (same formula, charge and spin)**: 0.000 eV
**Gap between HOMO and LUMO**: 7.91 eV
**Energy**: -1740.796423 Eh



[8]
Molecular formula: C57H47FLuN4O3P2S4
Method: DFT, the ωB97M-V functional and the def2-TZVPD basis

Positions of all 119 atoms, in Å:
Lu -2.34 -0.54 0.30
S -2.77 -2.80 2.04
P -1.23 -1.84 2.89
C -0.82 -0.25 2.34
P -1.92 0.92 3.03
S -3.84 0.88 2.55
C -1.14 2.53 2.65
C -1.91 3.69 2.68
C -1.34 4.91 2.35
C 0.00 4.98 2.01
C 0.78 3.84 2.03
C 0.21 2.62 2.34
C -1.84 1.06 4.87
C -0.61 1.24 5.49
C -0.54 1.33 6.87
C -1.69 1.25 7.64
C -2.92 1.07 7.02
C -2.99 0.98 5.64
C -1.41 -2.08 4.70
C -2.67 -2.20 5.27
C -2.80 -2.34 6.64
C -1.67 -2.35 7.44
C -0.41 -2.22 6.88
C -0.28 -2.07 5.51
C 0.32 -2.78 2.63
C 1.45 -2.10 2.20
C 2.62 -2.79 1.94
C 2.67 -4.16 2.13
C 1.55 -4.84 2.58
C 0.37 -4.16 2.83
H -2.96 3.61 2.91
H -1.95 5.80 2.33
H 0.44 5.93 1.73
H 1.83 3.89 1.78
H 0.81 1.71 2.33
H 0.28 1.30 4.89
H 0.42 1.47 7.35
H -1.63 1.33 8.71
H -3.82 1.01 7.61
H -3.94 0.85 5.14
H -3.54 -2.21 4.63
H -3.77 -2.43 7.09
H -1.77 -2.48 8.51
H 0.46 -2.23 7.51
H 0.69 -1.97 5.06
H 1.38 -1.04 2.03
H 3.49 -2.26 1.57
H 3.58 -4.71 1.91
H 1.58 -5.91 2.73
H -0.53 -4.67 3.16
S -0.10 -2.93 -0.31
C -1.16 -3.17 -1.57
N -2.26 -2.51 -1.77
C -2.91 -2.90 -2.91
C -4.09 -2.37 -3.41
C -4.63 -2.86 -4.58
C -3.99 -3.88 -5.29
C -2.81 -4.43 -4.81
C -2.28 -3.94 -3.64
S -0.81 -4.41 -2.83
H -4.55 -1.57 -2.85
H -5.55 -2.45 -4.97
H -4.41 -4.24 -6.22
H -2.31 -5.22 -5.35
F 3.40 -2.47 -2.93
C 3.17 -1.15 -2.68
C 1.95 -0.83 -2.13
C 1.62 0.51 -1.86
C 0.32 0.81 -1.29
O -0.51 -0.09 -1.07
C 0.07 2.21 -1.06
C 1.01 3.13 -1.37
N 2.26 2.82 -1.86
C 3.19 3.87 -2.12
C 3.34 4.97 -1.12
C 4.43 3.96 -1.27
C 2.58 1.51 -2.13
C 3.82 1.15 -2.66
C 4.13 -0.19 -2.98
N 5.42 -0.49 -3.53
C 5.67 -1.85 -3.97
C 7.15 -1.95 -4.38
N 7.84 -0.86 -3.64
C 7.51 0.44 -4.27
C 5.98 0.43 -4.50
C -1.28 2.68 -0.45
O -1.51 3.89 -0.52
O -1.97 1.78 0.07
H 1.25 -1.60 -1.88
H 0.79 4.18 -1.23
H 3.29 4.13 -3.17
H 2.73 4.92 -0.23
H 3.50 5.98 -1.49
H 4.55 3.23 -0.49
H 5.36 4.26 -1.75
H 4.55 1.92 -2.83
H 5.03 -2.15 -4.81
H 5.48 -2.54 -3.14
H 7.29 -1.78 -5.45
H 7.57 -2.92 -4.12
H 8.85 -1.01 -3.55
H 7.37 -0.84 -2.72
H 8.06 0.54 -5.21
H 7.81 1.24 -3.60
H 5.75 0.12 -5.53
H 5.57 1.43 -4.37
C -4.38 -0.24 -0.86
C -5.18 0.24 -1.65
C -6.05 0.75 -2.65
C -5.88 2.06 -3.11
C -6.68 2.56 -4.11
C -7.67 1.76 -4.68
C -7.84 0.46 -4.24
C -7.04 -0.05 -3.23
H -5.10 2.67 -2.67
H -6.54 3.57 -4.46
H -8.30 2.16 -5.46
H -8.60 -0.16 -4.69
H -7.17 -1.06 -2.89

Calculated values
**Charge**: -1
**Energy relative to the best compared isomer or geometry (same formula, charge and spin)**: 0.902 eV
**Gap between HOMO and LUMO**: 2.90 eV
**Energy**: -6255.958408 Eh



Q: Which value of energy does entry 8 give?
A: -6255.958408 Eh